# 1
{"formula": "C31H32BF4N6OSV", "method": "wB97M-V/def2-TZVPD", "species": ["V", "C", "C", "C", "C", "C", "C", "C", "C", "S", "C", "N", "C", "C", "C", "C", "C", "C", "C", "C", "H", "H", "H", "H", "H", "H", "H", "H", "H", "H", "H", "H", "H", "H", "H", "H", "C", "C", "C", "C", "C", "C", "C", "C", "N", "H", "H", "H", "H", "H", "H", "N", "C", "C", "C", "C", "C", "N", "H", "H", "H", "H", "H", "H", "F", "B", "F", "F", "F", "N", "C", "N", "O", "H", "H", "H", "H"], "xyz": [[-1.323, -0.874, -0.368], [3.336, 3.828, 3.339], [2.632, 3.796, 1.975], [2.795, 5.158, 1.284], [3.315, 2.734, 1.110], [1.142, 3.512, 2.168], [0.377, 4.352, 2.994], [-0.976, 4.146, 3.183], [-1.585, 3.079, 2.536], [-3.235, 2.554, 2.575], [-2.825, 1.230, 1.475], [-1.574, 1.203, 1.124], [-0.852, 2.227, 1.700], [0.514, 2.458, 1.528], [-3.831, 0.304, 0.986], [-5.167, 0.424, 1.398], [-6.129, -0.416, 0.879], [-5.750, -1.369, -0.065], [-4.423, -1.485, -0.451], [-3.399, -0.669, 0.062], [4.402, 4.031, 3.207], [3.231, 2.865, 3.844], [2.926, 4.600, 3.991], [3.853, 5.372, 1.111], [2.379, 5.964, 1.890], [2.283, 5.158, 0.320], [4.379, 2.960, 1.024], [2.900, 2.704, 0.101], [3.218, 1.738, 1.551], [0.850, 5.187, 3.497], [-1.549, 4.804, 3.827], [1.065, 1.802, 0.877], [-5.454, 1.177, 2.126], [-7.162, -0.331, 1.195], [-6.500, -2.024, -0.498], [-4.178, -2.241, -1.190], [-1.023, 0.513, -2.134], [0.369, 0.517, -2.586], [0.718, 0.237, -3.923], [2.031, 0.174, -4.343], [3.073, 0.402, -3.442], [2.757, 0.664, -2.104], [1.444, 0.714, -1.699], [4.433, 0.381, -3.876], [5.534, 0.378, -4.217], [-1.699, 0.463, -2.992], [-1.270, 1.405, -1.549], [-0.079, 0.078, -4.643], [2.263, -0.044, -5.378], [3.556, 0.797, -1.385], [1.223, 0.836, -0.649], [-0.989, -2.569, -3.232], [-1.368, -3.423, -2.237], [-1.483, -4.800, -2.495], [-1.889, -5.642, -1.494], [-2.203, -5.111, -0.242], [-2.071, -3.756, -0.067], [-1.644, -2.916, -1.025], [-0.227, -2.914, -3.798], [-0.825, -1.627, -2.895], [-1.232, -5.167, -3.480], [-1.965, -6.707, -1.676], [-2.535, -5.736, 0.576], [-2.298, -3.284, 0.882], [1.893, -3.395, -2.802], [1.840, -3.365, -1.404], [1.091, -2.221, -0.979], [3.115, -3.307, -0.829], [1.168, -4.526, -0.928], [1.079, -3.212, 1.608], [0.635, -1.979, 1.933], [1.425, -1.253, 2.786], [-0.419, -1.485, 1.522], [2.079, -3.350, 1.632], [0.686, -3.604, 0.759], [2.116, -1.715, 3.348], [1.007, -0.414, 3.150]], "total_charge": -1, "e_lumo_ev": [2.169, 2.168], "multiplicity": 4, "homo_lumo_gap_ha": [0.219, 0.245]}

# 2
{"formula": "C4H7NS", "method": "wB97M-V/def2-TZVPD", "species": ["C", "C", "C", "C", "N", "S", "H", "H", "H", "H", "H", "H", "H"], "xyz": [[0.251, -1.342, -1.879], [-1.455, 0.630, -1.052], [-0.037, -0.760, 0.321], [0.941, 0.194, 0.908], [0.469, -1.489, -0.669], [-0.812, -0.094, -2.499], [0.839, -2.022, -2.504], [-2.461, 0.519, -0.956], [-1.152, 1.568, -0.646], [-0.866, -1.373, 0.734], [2.001, -0.042, 0.601], [1.013, -0.021, 1.988], [0.721, 1.229, 0.779]], "e_lumo_ev": [0.917, 0.917], "homo_lumo_gap_ha": [0.329, 0.329]}

# 3
{"formula": "C35H42AsCl2N2O4Pd", "method": "wB97M-V/def2-TZVPD", "species": ["O", "C", "C", "C", "H", "C", "H", "C", "H", "C", "H", "C", "H", "H", "C", "C", "H", "H", "H", "C", "C", "H", "H", "H", "H", "Pd", "Cl", "Cl", "C", "O", "N", "C", "C", "H", "H", "H", "H", "H", "H", "H", "H", "H", "C", "C", "N", "H", "C", "O", "H", "H", "H", "H", "O", "As", "C", "C", "C", "C", "C", "C", "C", "C", "C", "C", "C", "C", "C", "C", "C", "C", "C", "C", "H", "H", "H", "H", "H", "H", "H", "H", "H", "H", "H", "H", "H", "H", "H"], "xyz": [[-1.162, 2.115, -1.610], [-0.780, 3.419, -1.343], [-1.745, 4.280, -2.234], [-2.674, 3.737, -3.151], [-2.730, 2.670, -3.372], [-3.629, 4.583, -3.738], [-4.329, 4.210, -4.486], [-3.710, 5.941, -3.400], [-4.424, 6.624, -3.890], [-2.866, 6.417, -2.401], [-2.907, 7.448, -2.077], [-1.917, 5.581, -1.814], [-1.306, 5.889, -0.965], [-1.124, 3.607, -0.318], [1.234, 3.593, -2.915], [0.704, 3.599, -1.507], [2.294, 3.292, -2.894], [1.156, 4.591, -3.364], [0.717, 2.866, -3.546], [1.520, 3.339, -0.455], [3.017, 3.313, -0.433], [1.043, 3.177, 0.512], [3.382, 4.341, -0.580], [3.519, 2.638, -1.146], [3.310, 2.981, 0.575], [-0.057, 0.595, -0.928], [0.622, 0.361, -3.202], [-0.721, 1.477, 1.235], [2.603, -0.621, -1.097], [1.700, -0.376, -0.246], [3.517, -1.575, -0.924], [3.678, -2.188, 0.384], [4.158, -2.214, -2.075], [2.682, -0.068, -2.041], [3.404, -1.481, 1.167], [4.724, -2.482, 0.487], [3.055, -3.086, 0.482], [4.217, -1.466, -2.871], [3.562, -3.065, -2.444], [5.157, -2.554, -1.775], [2.175, 0.093, 5.825], [-0.457, 1.602, 5.588], [2.394, 1.105, 5.490], [0.248, 2.291, 5.100], [1.403, 1.589, 4.560], [3.376, 1.098, 5.016], [1.524, 1.286, 3.257], [2.479, 0.728, 2.722], [-0.267, 2.806, 4.283], [0.622, 1.578, 2.641], [2.396, 1.770, 6.351], [0.602, 3.018, 5.838], [-1.724, -0.659, -0.679], [-1.195, -2.193, -0.129], [-2.977, -2.829, 0.173], [-3.159, -3.908, 1.035], [-4.455, -4.378, 1.266], [-5.545, -3.751, 0.645], [-5.353, -2.643, -0.195], [-4.061, -2.166, -0.422], [-0.291, -3.069, -1.618], [0.462, -4.230, -1.417], [1.158, -4.789, -2.496], [1.095, -4.192, -3.760], [0.323, -3.049, -3.956], [-0.421, -2.527, -2.894], [-0.425, -2.095, 1.664], [-1.071, -1.358, 2.655], [-0.637, -1.447, 3.981], [0.482, -2.227, 4.294], [1.170, -2.902, 3.282], [0.703, -2.856, 1.965], [-2.303, -4.364, 1.529], [-4.611, -5.237, 1.924], [-6.555, -4.135, 0.797], [-6.198, -2.147, -0.680], [-3.891, -1.278, -1.035], [0.488, -4.700, -0.436], [1.742, -5.698, -2.346], [1.637, -4.626, -4.603], [0.277, -2.544, -4.923], [-1.056, -1.653, -3.047], [-1.891, -0.699, 2.379], [-1.182, -0.910, 4.763], [0.818, -2.310, 5.331], [2.070, -3.480, 3.509], [1.188, -3.427, 1.173]], "total_charge": -1, "e_lumo_ev": [2.299, 2.299], "multiplicity": 3, "homo_lumo_gap_ha": [0.196, 0.225]}

# 4
{"formula": "C23H29Br3Cl12O18", "method": "wB97M-V/def2-TZVPD", "species": ["C", "Br", "Br", "Br", "H", "C", "Cl", "Cl", "Cl", "H", "C", "Cl", "Cl", "Cl", "H", "C", "Cl", "Cl", "Cl", "H", "C", "Cl", "Cl", "Cl", "H", "C", "C", "O", "C", "O", "O", "H", "H", "H", "H", "C", "C", "O", "C", "O", "O", "H", "H", "H", "H", "C", "C", "O", "C", "O", "O", "H", "H", "H", "H", "C", "C", "O", "C", "O", "O", "H", "H", "H", "H", "C", "C", "O", "C", "O", "O", "H", "H", "H", "H", "C", "C", "O", "C", "O", "O", "H", "H", "H", "H"], "xyz": [[-7.554, -1.444, -0.582], [-5.836, -2.218, 0.024], [-7.869, -1.760, -2.497], [-7.456, 0.508, -0.291], [-8.386, -1.692, 0.077], [-12.068, -4.616, -1.694], [-13.287, -3.464, -1.320], [-12.435, -6.222, -1.013], [-10.418, -4.048, -1.075], [-12.065, -4.754, -2.775], [-8.971, -0.693, 4.903], [-8.116, -0.639, 3.383], [-10.513, 0.099, 4.840], [-7.864, -0.041, 6.141], [-9.223, -1.726, 5.142], [-14.839, -3.346, 5.859], [-14.839, -3.168, 7.622], [-16.165, -4.384, 5.357], [-13.187, -3.873, 5.316], [-14.995, -2.342, 5.465], [-10.936, 0.067, -2.647], [-9.932, 1.480, -2.878], [-12.535, 0.251, -3.325], [-11.074, -0.397, -0.962], [-10.503, -0.773, -3.189], [-9.159, -8.718, 4.130], [-9.886, -9.340, 5.355], [-11.140, -9.578, 4.715], [-11.086, -9.680, 3.430], [-11.927, -10.144, 2.709], [-9.881, -9.222, 3.034], [-8.165, -9.152, 4.241], [-9.260, -7.633, 4.100], [-10.007, -8.584, 6.131], [-9.539, -10.279, 5.787], [-14.525, -0.465, -0.366], [-14.219, 1.020, -0.402], [-13.824, 1.385, 0.851], [-13.718, 0.277, 1.546], [-13.325, 0.170, 2.711], [-14.045, -0.784, 0.920], [-14.087, -0.975, -1.224], [-15.597, -0.659, -0.405], [-15.034, 1.674, -0.712], [-13.350, 1.219, -1.028], [-11.028, -2.291, 2.067], [-12.321, -3.074, 1.920], [-11.806, -4.414, 1.910], [-10.642, -4.470, 2.477], [-9.892, -5.460, 2.617], [-10.310, -3.264, 2.759], [-11.223, -1.290, 2.453], [-10.629, -2.039, 1.085], [-12.840, -2.650, 1.061], [-12.892, -2.753, 2.791], [-7.459, -7.351, 0.451], [-8.933, -7.243, 0.110], [-9.180, -8.540, -0.467], [-8.253, -9.412, -0.121], [-8.331, -10.591, -0.401], [-7.320, -8.767, 0.571], [-7.253, -6.900, 1.421], [-6.777, -6.863, -0.245], [-9.062, -6.416, -0.588], [-9.509, -7.191, 1.034], [-14.044, -7.270, 2.001], [-14.934, -6.083, 2.166], [-15.576, -5.979, 0.981], [-15.440, -7.030, 0.237], [-15.913, -7.240, -0.918], [-14.449, -7.741, 0.783], [-14.162, -7.992, 2.809], [-13.004, -6.947, 1.954], [-14.327, -5.220, 2.439], [-15.553, -6.110, 3.063], [-18.544, -2.025, 3.291], [-18.772, -1.722, 1.864], [-17.604, -2.189, 1.228], [-16.647, -2.435, 2.104], [-15.512, -2.900, 1.910], [-17.231, -2.396, 3.356], [-19.002, -2.979, 3.552], [-18.841, -1.222, 3.966], [-18.817, -0.634, 1.830], [-19.669, -2.265, 1.567]], "total_charge": 1, "e_lumo_ev": [-5.393, -10.132], "multiplicity": 2, "homo_lumo_gap_ha": [0.237, 0.063]}

# 5
{"formula": "C3H9N3O", "method": "wB97M-V/def2-TZVPD", "species": ["C", "C", "N", "C", "N", "O", "N", "H", "H", "H", "H", "H", "H", "H", "H", "H"], "xyz": [[-0.885, 0.295, 1.097], [1.780, -0.677, 0.456], [-0.281, 0.558, -0.151], [0.809, -0.206, -0.597], [-1.324, 0.799, -1.045], [-1.620, 1.363, 1.529], [0.796, -0.566, -1.815], [-2.065, 1.709, 0.734], [-1.969, -0.222, -0.732], [-0.910, 0.978, -1.958], [1.644, -1.047, -2.095], [-0.202, -0.021, 1.878], [-1.849, -0.550, 0.544], [2.058, 0.140, 1.122], [1.347, -1.478, 1.058], [2.672, -1.074, -0.026]], "e_lumo_ev": 0.911, "homo_lumo_gap_ha": 0.362}

# 6
{"formula": "C5H24N6O8", "method": "wB97M-V/def2-TZVPD", "species": ["C", "C", "O", "O", "H", "H", "H", "H", "H", "H", "C", "O", "N", "N", "H", "H", "H", "H", "C", "O", "N", "N", "H", "H", "H", "H", "C", "O", "N", "N", "H", "H", "H", "H", "O", "H", "H", "O", "H", "H", "O", "H", "H"], "xyz": [[1.261, 0.457, -2.791], [1.325, 2.011, -2.937], [0.516, 2.650, -3.969], [-0.050, -0.077, -2.503], [1.950, 0.192, -1.988], [1.726, -0.017, -3.655], [2.401, 2.182, -2.978], [0.901, 2.507, -2.063], [-0.384, 2.452, -3.699], [0.014, -0.519, -1.654], [0.801, -2.329, 1.904], [1.602, -2.645, 1.070], [0.934, -1.236, 2.591], [-0.353, -2.854, 2.099], [0.375, -1.039, 3.408], [1.685, -0.603, 2.355], [-1.104, -2.494, 2.670], [-0.412, -3.590, 1.409], [2.259, 1.262, 1.098], [2.834, 2.074, 1.767], [2.271, -0.003, 1.281], [1.428, 1.574, 0.171], [1.870, -0.613, 0.584], [2.766, -0.398, 2.068], [1.209, 2.558, 0.106], [1.008, 0.851, -0.395], [-0.435, -0.206, -0.158], [0.651, -0.316, -0.663], [-1.500, 0.183, -0.732], [-0.802, -0.508, 1.044], [-2.391, 0.254, -0.262], [-1.473, 0.407, -1.716], [-1.766, -0.543, 1.344], [0.009, -0.679, 1.621], [-3.321, 0.494, 1.447], [-3.943, 0.871, 2.069], [-3.844, -0.113, 0.923], [-1.469, 1.348, -3.541], [-0.985, 0.759, -2.962], [-1.628, 0.831, -4.331], [-1.972, -1.866, 2.963], [-2.250, -2.286, 3.777], [-1.715, -0.982, 3.226]], "e_lumo_ev": -0.839, "homo_lumo_gap_ha": 0.296}

# 7
{"formula": "C5H8OS", "method": "wB97M-V/def2-TZVPD", "species": ["C", "C", "C", "C", "C", "H", "H", "H", "H", "H", "H", "H", "H", "O", "S"], "xyz": [[-2.103, -0.531, 0.148], [-0.774, -0.234, -0.481], [1.644, 1.192, 0.293], [1.563, -0.135, -0.392], [0.445, -0.773, 0.254], [-2.305, -1.627, 0.027], [-2.966, 0.018, -0.332], [-2.106, -0.240, 1.229], [-0.732, -0.340, -1.546], [2.285, 1.897, -0.208], [1.696, 1.252, 1.387], [1.548, 0.003, -1.491], [0.387, -0.630, 1.318], [1.606, -1.519, -0.069], [-0.187, 1.668, -0.136]], "e_lumo_ev": 0.806, "smiles": "C[C@H]1SC[C@H]2O[C@@H]21", "homo_lumo_gap_ha": 0.360}

# 8
{"formula": "C14H20BN2", "method": "wB97M-V/def2-TZVPD", "species": ["C", "N", "C", "C", "C", "C", "N", "B", "H", "C", "C", "H", "H", "H", "H", "H", "H", "H", "H", "H", "H", "H", "H", "C", "C", "C", "C", "C", "C", "C", "H", "H", "H", "H", "H", "H", "H"], "xyz": [[0.228, 2.453, -4.171], [0.135, 1.052, -3.823], [0.889, 0.149, -4.667], [-0.490, 0.615, -2.634], [-1.831, 0.229, -2.600], [-2.408, -0.187, -1.457], [-1.674, -0.249, -0.300], [-2.238, -0.710, 1.024], [-1.097, -0.735, 2.125], [-0.356, 0.117, -0.296], [0.226, 0.548, -1.437], [-0.355, 3.059, -3.453], [1.269, 2.816, -4.155], [-0.188, 2.622, -5.176], [0.776, -0.888, -4.303], [0.509, 0.192, -5.699], [1.964, 0.392, -4.677], [-2.399, 0.273, -3.528], [-3.460, -0.492, -1.394], [-3.040, 0.048, 1.629], [-2.536, -1.920, 1.153], [0.168, 0.036, 0.664], [1.275, 0.840, -1.393], [-0.651, -0.734, 3.077], [0.063, 0.547, 3.342], [1.391, 0.790, 3.475], [2.526, -0.047, 3.467], [2.527, -1.418, 3.473], [1.391, -2.255, 3.482], [0.063, -2.015, 3.342], [-1.670, -0.727, 3.410], [-0.624, 1.368, 3.473], [1.620, 1.835, 3.735], [3.500, 0.474, 3.540], [3.501, -1.938, 3.553], [1.623, -3.299, 3.748], [-0.625, -2.838, 3.453]], "total_charge": 1, "e_lumo_ev": -3.973, "homo_lumo_gap_ha": 0.269}

# 9
{"formula": "CH10N8", "method": "wB97M-V/def2-TZVPD", "species": ["C", "N", "N", "N", "N", "N", "N", "N", "N", "H", "H", "H", "H", "H", "H", "H", "H", "H", "H"], "xyz": [[-0.862, 0.691, -0.216], [0.288, -0.025, 0.050], [1.396, 0.574, 0.027], [1.744, 1.862, -0.002], [2.203, -1.669, -0.586], [-1.999, -1.222, 0.418], [-3.190, 0.561, -0.350], [2.397, -0.309, 0.258], [-2.005, 0.041, -0.008], [-0.956, 1.687, -0.493], [2.315, 2.235, -0.844], [1.172, 2.499, 0.461], [1.785, -2.368, -0.026], [3.255, -2.004, -0.694], [-1.075, -1.717, 0.681], [-2.822, -1.470, 0.873], [-3.240, 1.479, -0.703], [-3.932, 0.252, 0.163], [3.343, -0.240, 0.221]], "total_charge": 2, "e_lumo_ev": [-10.059, -10.059], "homo_lumo_gap_ha": [0.267, 0.267]}

# 10
{"formula": "C23H34N2O4", "method": "wB97M-V/def2-TZVPD", "species": ["C", "C", "H", "H", "C", "N", "C", "O", "C", "C", "C", "C", "C", "C", "H", "H", "O", "C", "C", "C", "N", "C", "O", "C", "C", "O", "C", "H", "H", "H", "H", "H", "H", "H", "C", "H", "C", "H", "H", "H", "H", "H", "H", "H", "H", "H", "H", "C", "C", "C", "C", "H", "H", "H", "H", "H", "H", "H", "H", "H", "H", "H", "H"], "xyz": [[4.566, 2.970, 1.141], [4.863, 1.485, 1.299], [4.200, 1.067, 2.059], [5.891, 1.349, 1.642], [4.651, 0.704, -0.007], [4.750, -0.726, 0.233], [3.710, -1.517, 0.577], [3.834, -2.710, 0.793], [2.375, -0.840, 0.681], [1.874, -0.451, 1.918], [0.625, 0.121, 2.017], [-0.168, 0.306, 0.881], [0.324, -0.102, -0.354], [1.584, -0.669, -0.445], [1.952, -0.989, -1.411], [-0.257, 0.013, -1.256], [-1.370, 0.900, 1.104], [-2.317, 1.020, 0.058], [-3.366, 2.034, 0.516], [-4.466, 2.156, -0.536], [-5.076, 0.864, -0.784], [-6.354, 0.664, -0.384], [-7.016, 1.567, 0.096], [-6.974, -0.716, -0.542], [-6.738, -1.553, 0.730], [-5.451, -2.121, 0.815], [-5.317, -3.359, 0.162], [-5.983, -4.110, 0.603], [-4.283, -3.669, 0.300], [-5.532, -3.291, -0.911], [-7.499, -2.344, 0.794], [-6.840, -0.902, 1.602], [-8.048, -0.555, -0.638], [-6.623, -1.244, -1.427], [-4.129, -0.113, -1.259], [-4.614, -1.066, -1.448], [-3.008, -0.315, -0.237], [-2.290, -1.045, -0.615], [-3.436, -0.704, 0.688], [-3.704, 0.253, -2.204], [-5.251, 2.832, -0.194], [-4.048, 2.534, -1.476], [-2.897, 3.004, 0.684], [-3.793, 1.692, 1.458], [-1.828, 1.402, -0.852], [0.228, 0.433, 2.970], [2.466, -0.608, 2.808], [6.063, -1.305, 0.053], [6.474, -1.242, -1.426], [5.808, -0.037, -2.101], [5.656, 1.103, -1.098], [6.628, 1.326, -0.655], [5.302, 2.003, -1.601], [6.398, 0.287, -2.959], [4.818, -0.318, -2.465], [7.560, -1.159, -1.490], [6.177, -2.157, -1.937], [6.016, -2.336, 0.405], [6.778, -0.755, 0.673], [3.636, 0.912, -0.365], [3.547, 3.115, 0.789], [5.248, 3.433, 0.432], [4.673, 3.478, 2.096]], "e_lumo_ev": 0.609, "smiles": "CC[C@H]1CCCCN1C(=O)c1ccc(OC2CCN(C(=O)CCOC)CC2)cc1", "homo_lumo_gap_ha": 0.334}